# 1
Molecular formula: C4H7I
Method: DFT, wB97M-V/def2-TZVPD

## Properties
energy relative to the best compared isomer or geometry (same formula, charge and spin) = 1.053 eV
spin multiplicity = 3
calculated total energy = -12356.494 eV
LUMO (alpha / beta) = 0.88 / -3.28 eV

XYZ file:
```
12
C4H7I, DFT wB97M-V/def2-TZVPD
C 0.04892 -1.40654 -0.74559
C 0.08788 -0.31931 -0.01631
C 0.92772 -0.00552 1.16527
C -1.00905 1.04548 -0.36317
I -0.83994 1.59623 -2.42033
H -0.61169 -1.52313 -1.58656
H 0.70419 -2.23598 -0.52653
H 1.63033 -0.81016 1.37091
H 1.48870 0.91509 0.99718
H 0.29794 0.14747 2.04298
H -0.70481 1.87876 0.25122
H -2.02020 0.71760 -0.16909
```

These are the natural (NBO) partial charges, in e, on atoms 1 to 5:
1 C -0.46
2 C 0.08
3 C -0.67
4 C -0.80
5 I 0.36

=====

# 2
Molecular formula: C4H7IInN2O3S2Se2Te2
Method: DFT, wB97M-V/def2-TZVPD

## Properties
energy relative to the best compared isomer or geometry (same formula, charge and spin) = 0.000 eV
calculated total energy = -193600.292 eV
LUMO (alpha / beta) = -5.44 / -5.40 eV
total charge = +1

XYZ file:
```
24
C4H7IInN2O3S2Se2Te2, DFT wB97M-V/def2-TZVPD
In 0.21873 0.07798 2.68884
Se 1.96719 -2.52769 3.28436
Te 4.34034 -2.56635 3.16650
Te 4.89968 -0.52930 1.39864
Se 2.75334 0.22078 0.70600
C 2.00106 2.86979 -3.19293
O 1.30286 2.12408 -2.17803
C 0.17855 2.64471 -1.70726
S -0.52727 4.03652 -2.05967
S -0.43586 1.40107 -0.56000
H 2.83837 2.23932 -3.47416
H 2.33981 3.81844 -2.77881
H 1.33944 3.05506 -4.03762
O -2.04369 1.80499 1.27832
N -1.56070 2.40888 0.38256
N -1.44186 -3.51296 0.77432
C -1.57245 -2.18999 0.81869
O -0.62106 -1.45551 1.11831
C -2.91786 -1.61312 0.50309
I -3.95707 -1.40572 2.35970
H -0.55485 -3.92703 1.01441
H -2.21441 -4.11612 0.54935
H -3.52354 -2.24125 -0.14189
H -2.80875 -0.61657 0.08727
```

These are the natural (NBO) partial charges, in e, on atoms 1 to 5:
1 In 0.78
2 Se -0.36
3 Te 0.41
4 Te 0.39
5 Se -0.33

=====

# 3
Molecular formula: C4H7IN
Method: DFT, wB97M-V/def2-TZVPD

## Properties
energy relative to the best compared isomer or geometry (same formula, charge and spin) = 2.620 eV
calculated total energy = -13842.636 eV
LUMO = -5.66 eV
total charge = +1

XYZ file:
```
13
C4H7IN, DFT wB97M-V/def2-TZVPD
C 3.31003 0.71429 -0.29744
C 2.17013 0.31352 -0.28354
C -0.22284 0.59146 0.69913
C 0.89898 -0.25124 -0.07087
N 0.58102 -1.47154 -0.38478
I -4.81944 0.55367 0.02058
H 4.39958 0.98588 -0.37974
H -1.20167 0.50410 0.34663
H -0.10425 0.19966 1.75028
H 0.05656 1.64013 0.58208
H 1.21084 -2.18478 -0.72882
H -0.31703 -1.94315 -0.32768
H -5.96191 0.34798 -0.92583
```

These are the natural (NBO) partial charges, in e, on atoms 1 to 5:
1 C 0.07
2 C -0.21
3 C -0.64
4 C 0.43
5 N -0.62

=====

# 4
Molecular formula: C4H7IN2O
Method: DFT, wB97M-V/def2-TZVPD

## Properties
energy relative to the best compared isomer or geometry (same formula, charge and spin) = 2.421 eV
calculated total energy = -17387.091 eV
SMILES = [H]/N=C(\OC)[C@@H](I)/C=N/[H]
LUMO = 0.55 eV

XYZ file:
```
15
C4H7IN2O, DFT wB97M-V/def2-TZVPD
H 0.69485 2.55971 0.26507
N 1.34783 1.77523 0.16782
C 0.87228 0.67636 -0.17917
O -0.31759 0.22856 -0.46570
C -1.52566 0.99331 -0.27013
C 1.94246 -0.71438 -0.46124
I 3.87904 0.17916 -0.08509
C 1.53834 -1.91099 0.35397
N 0.93890 -2.85072 -0.22549
H 0.57013 -3.62998 0.30425
H -1.78746 0.82218 0.86793
H -2.35568 0.73196 -0.89722
H -1.44390 1.99831 -0.33678
H 2.03679 -0.74100 -1.57170
H 1.99278 -1.79300 1.30636
```

These are the natural (NBO) partial charges, in e, on atoms 1 to 5:
1 H 0.36
2 N -0.74
3 C 0.61
4 O -0.51
5 C -0.25

=====

# 5
Molecular formula: C4H7INO
Method: DFT, wB97M-V/def2-TZVPD

## Properties
energy relative to the best compared isomer or geometry (same formula, charge and spin) = 1.588 eV
calculated total energy = -15890.401 eV
SMILES = C/C(O)=[N+]1\C[C@H]1I
LUMO = -4.36 eV
total charge = +1

XYZ file:
```
14
C4H7INO, DFT wB97M-V/def2-TZVPD
C 1.23549 -0.38532 -0.52010
C -0.09264 -0.91681 -0.10146
O -0.36124 -2.19040 0.12796
N -1.11468 -0.07794 0.03365
C -1.39115 1.34787 0.32272
C -2.37303 0.36035 0.71312
I -4.46170 0.06946 -0.04676
H 1.34845 0.56521 -0.05141
H 2.07884 -1.17089 -0.46690
H 1.09662 -0.14572 -1.62986
H 0.32688 -2.90060 -0.09856
H -1.45759 1.93096 -0.66412
H -0.60621 1.99977 0.93325
H -2.41399 0.23871 1.80398
```

These are the natural (NBO) partial charges, in e, on atoms 1 to 5:
1 C -0.71
2 C 0.73
3 O -0.60
4 N -0.39
5 C -0.25

=====

# 6
Molecular formula: C4H7IO
Method: DFT, wB97M-V/def2-TZVPD

## Properties
energy relative to the best compared isomer or geometry (same formula, charge and spin) = 5.185 eV
calculated total energy = -14404.047 eV
LUMO (alpha / beta) = 0.22 / -0.24 eV

XYZ file:
```
13
C4H7IO, DFT wB97M-V/def2-TZVPD
C 0.12991 0.50448 1.34410
C 0.22331 1.30479 0.18509
C -0.01604 -1.02097 1.12950
C -0.14301 -0.40952 -2.19311
O 1.31615 1.15376 0.84344
I -0.61738 3.14938 -0.33216
H -0.30899 0.83696 2.29248
H 0.73240 -1.41166 0.35792
H -1.05635 -1.23646 0.79961
H 0.20610 -1.68385 2.07195
H -1.19549 -0.25932 -2.52398
H 0.07625 -1.05429 -1.36867
H 0.65315 0.12670 -2.60620
```

These are the natural (NBO) partial charges, in e, on atoms 1 to 5:
1 C -0.04
2 C 0.14
3 C -0.65
4 C -0.51
5 O -0.45

=====

# 7
Molecular formula: C4H7N
Method: DFT, wB97M-V/def2-TZVPD

## Properties
energy relative to the best compared isomer or geometry (same formula, charge and spin) = 2.956 eV
calculated total energy = -5748.461 eV
LUMO = 0.76 eV

XYZ file:
```
12
C4H7N, DFT wB97M-V/def2-TZVPD
C -0.54288 0.17937 1.32500
C 0.03509 -0.22638 -0.00394
C 1.24656 0.49940 -0.52373
C -0.59412 -1.09453 -0.76350
N -1.29341 -1.74301 -1.55482
H -0.81855 1.24472 1.33461
H -1.43176 -0.40423 1.58545
H 0.20153 0.03314 2.11461
H -1.50917 -0.57067 -1.56982
H 1.05951 1.58001 -0.61538
H 2.08185 0.37677 0.17357
H 1.56535 0.12541 -1.50204
```

These are the natural (NBO) partial charges, in e, on atoms 1 to 5:
1 C -0.60
2 C -0.27
3 C -0.60
4 C 0.27
5 N -0.50

=====

# 8
Molecular formula: C4H7N
Method: DFT, wB97M-V/def2-TZVPD

## Properties
energy relative to the best compared isomer or geometry (same formula, charge and spin) = 2.107 eV
calculated total energy = -5749.310 eV
SMILES = [H]/N=C/C=C/C
LUMO = 0.38 eV

XYZ file:
```
12
C4H7N, DFT wB97M-V/def2-TZVPD
H -3.85610 -0.47418 -0.17911
N -3.04649 0.11044 -0.38907
C -2.02463 -0.13898 0.32066
C -0.79896 0.30676 -0.14267
C 0.49016 -0.04629 0.48738
C 1.70901 0.22152 -0.18863
H -2.15007 -0.97459 1.10155
H -0.66162 0.81431 -1.14256
H 0.56200 -0.45344 1.50870
H 2.57973 0.10336 0.50899
H 1.84471 1.25845 -0.47044
H 1.67575 -0.39514 -1.10860
```

These are the natural (NBO) partial charges, in e, on atoms 1 to 5:
1 H 0.33
2 N -0.62
3 C 0.06
4 C -0.27
5 C -0.10